Run w
12
Properties=species:S:1:pos:R:3 method="wB97M-V/def2-TZVPD" gap_ev="8.268 / 8.459" e_homo_ev="-8.50 / -8.77"
C 1.07176 -0.08734 -0.30790
C 0.19233 -1.20918 -0.90697
C -1.00937 0.68006 0.30968
N -0.54381 0.21996 1.57538
N 0.31988 0.81887 0.55968
S -1.62567 -0.55194 -0.76037
H 1.95083 -0.52818 0.24228
H 1.53237 0.73646 -0.90652
H 0.34184 -1.36698 -1.97132
H -0.02900 -2.13176 -0.25048
H -1.62201 2.57312 -0.05812
H -0.57914 0.84690 2.47466

Run x
12
Properties=species:S:1:pos:R:3 method="wB97M-V/def2-TZVPD" gap_ev=9.012 smiles="C1=NNCCS1" e_homo_ev=-8.12
C 0.61501 0.78364 0.37499
C -0.68526 1.09454 -0.32136
C -0.74202 -1.63333 0.03773
H 1.34556 1.58388 0.31399
H 0.39176 0.47570 1.42681
H -0.54861 1.14882 -1.42075
H -1.10998 2.02603 0.02208
H -1.21392 -2.58100 0.26478
H 2.14208 -0.61111 -0.21649
N 0.52017 -1.61394 -0.12201
N 1.16041 -0.39636 -0.33437
S -1.87521 -0.27687 -0.02540

Going by the energies, run x is most stable and the next is 524.0 kJ/mol up.

Run w
12
Properties=species:S:1:pos:R:3 method="wB97M-V/def2-TZVPD" gap_ev=9.112 e_homo_ev=-8.39
C -0.25322 -0.44217 1.54733
C 0.23608 -0.76099 -0.99544
C -0.39179 0.36707 -1.52376
H 0.76479 1.84391 -0.22454
H -0.73364 -1.16801 2.31580
H 0.77593 -1.91594 0.64963
H 0.87715 -1.36598 -1.52372
H -1.17323 1.02052 -1.08887
H -0.33344 0.53720 -2.55722
N -0.41379 0.75726 1.79844
N 0.30667 -1.04611 0.42766
S 0.33849 2.17325 1.17468

Run x
12
Properties=species:S:1:pos:R:3 method="wB97M-V/def2-TZVPD" gap_ev=9.174 smiles="N[C@@H]1CNC1=S" e_homo_ev=-8.47
C 0.20448 0.41480 0.45856
C 0.91322 -0.88576 0.05219
C -1.11448 -0.28984 0.06667
H -0.01762 1.63573 -1.16985
H 0.01392 2.45656 0.22887
H 0.27878 0.63484 1.49473
H 1.62017 -0.79474 -0.79953
H 1.41272 -1.41410 0.78120
H -0.71842 -2.17764 -0.70917
N 0.54296 1.67606 -0.26624
N -0.44138 -1.41646 -0.16487
S -2.69436 0.16054 0.02745

Going by the energies, run x is most stable and the next is 133.6 kJ/mol up.

Run w
12
Properties=species:S:1:pos:R:3 method="wB97M-V/def2-TZVPD" gap_ev=9.100 e_homo_ev=-8.53
C -0.93134 -1.11212 0.93413
C 1.16065 -0.35287 -0.44928
C -0.64721 0.13408 0.29097
N -0.85652 -2.14026 1.41069
N -1.61942 0.56410 -0.58685
S 2.30131 0.45810 0.56998
H 1.38677 -1.36486 -0.03232
H 1.33603 -0.39083 -1.55292
H -0.36604 0.95165 1.02632
H -1.57784 1.50186 -0.87231
H -2.09502 -0.04157 -1.21579
H 1.90862 1.79270 0.47739

Run x
12
Properties=species:S:1:pos:R:3 method="wB97M-V/def2-TZVPD" gap_ev=9.158 smiles="C1=NNCCS1" e_homo_ev=-8.30
C 0.04391 1.10434 -0.41685
C 0.68876 -0.11434 -1.03765
C -0.89838 -1.34513 0.81802
H 0.64677 1.91375 -0.46786
H -0.97212 1.24457 -0.63590
H 1.77413 -0.31042 -0.57675
H 0.92918 -0.19342 -2.17686
H -1.62050 -2.18435 1.01948
H 0.25968 1.31029 1.78032
N -0.58259 -0.43318 1.58506
N 0.26614 0.57431 1.04027
S -0.53497 -1.56641 -0.93129

Run y
12
Properties=species:S:1:pos:R:3 method="wB97M-V/def2-TZVPD" gap_ev=8.509 smiles="C=NNC(C)=S" e_homo_ev=-8.44
C 0.52839 -1.56982 1.26138
C 0.96335 -0.49933 0.20867
C -1.05959 2.00220 -1.42663
H 0.97991 -2.46370 0.78829
H -0.58975 -1.76711 1.41371
H 0.86499 -1.42358 2.24693
H -1.19644 -0.01146 -0.11879
H -2.06380 1.38245 -1.46147
H -0.89191 3.14830 -1.65214
N -0.16009 0.26587 -0.27619
N 0.05227 1.51115 -0.88386
S 2.57267 -0.57497 -0.09990

Run z
12
Properties=species:S:1:pos:R:3 method="wB97M-V/def2-TZVPD" gap_ev=9.947 smiles="[H]/N=C(/C)SN=C" e_homo_ev=-9.14
C -0.77741 -2.61063 -1.01489
C 0.37615 0.88993 0.12956
C 0.34648 1.99084 1.16409
N 1.31389 0.83646 -0.68874
N -0.38157 -1.46244 -0.70839
S -0.89320 -0.47825 0.48829
H -0.37697 -3.16579 -1.81732
H -1.62128 -2.96658 -0.44925
H 0.06828 1.66874 2.07897
H 1.19495 2.51392 1.23616
H -0.33578 2.75832 0.81486
H 1.08646 0.02547 -1.23335

Going by the energies, run z is most stable and the next is 52.7 kJ/mol up.

Run w
12
Properties=species:S:1:pos:R:3 method="wB97M-V/def2-TZVPD" gap_ev=8.922 smiles="NC(=S)N1CC1" e_homo_ev=-8.16
C -1.03108 0.09284 0.61952
C 1.59630 0.27908 0.47592
C 1.08980 0.02685 -0.86094
N 0.21758 0.50760 0.19470
N -1.94694 -0.24823 -0.33904
S -1.31315 0.03278 2.23167
H 1.77212 -0.64203 1.08025
H 2.14092 1.18160 0.86742
H 1.08772 0.82533 -1.64466
H 1.05007 -0.99599 -1.37597
H -1.71552 -0.77861 -1.23626
H -2.94780 -0.28121 -0.01260

Run x
12
Properties=species:S:1:pos:R:3 method="wB97M-V/def2-TZVPD" gap_ev=9.185 smiles="NC(=S)N1CC1" e_homo_ev=-8.34
C 1.11391 0.11994 -0.19948
C -0.85008 -1.34278 0.07969
C -1.33374 0.07609 0.09943
H 2.03658 1.82950 0.14519
H 0.40968 1.92712 -0.39347
H -0.29565 -1.74767 0.94220
H -1.27661 -2.07546 -0.59979
H -2.21452 0.38070 -0.42005
H -1.02487 0.62231 1.01447
N 1.15891 1.41122 0.00992
N -0.12671 -0.33285 -0.63389
S 2.40310 -0.86811 -0.04421

Going by the energies, run x is most stable and the next is 63.9 kJ/mol up.